This record from the Open Molecules 2025 dataset describes a cluster of 8 separate species, C37H96F6N7O6P in total. The level of theory is ωB97M-V with the def2-TZVPD basis set.

Summary:
E_tot: -3240.3255 Ha
molecular weight: 880.18 Da
Kohn-Sham gap: 9.2 eV
highest occupied orbital energy: -0.806 Ha
LUMO: -12.77 eV

The geometry in ORCA input format:
```
! wB97M-V def2-TZVPD RIJCOSX def2/J DEFGRID3
* xyz 6 1
C -8.773 -2.114 14.338
C -8.705 -3.423 13.601
O -9.378 -3.591 12.612
N -8.148 -4.639 14.351
H -7.621 -5.102 13.624
H -7.471 -4.256 14.995
C -9.064 -5.705 15.023
H -7.796 -1.667 14.527
H -9.120 -2.222 15.366
H -9.393 -1.411 13.782
H -9.750 -5.231 15.725
H -8.462 -6.460 15.528
H -9.594 -6.253 14.244
C -5.219 -3.280 7.981
C -6.509 -2.957 7.223
O -7.502 -2.627 7.779
N -6.366 -2.991 5.676
H -5.681 -2.260 5.542
H -5.922 -3.847 5.376
C -7.745 -2.694 5.006
H -4.657 -4.068 7.480
H -5.611 -3.701 8.907
H -4.651 -2.358 8.102
H -8.282 -1.787 5.282
H -8.367 -3.584 5.103
H -7.512 -2.733 3.942
C -2.727 0.764 16.847
N -3.963 0.462 15.935
C -3.632 1.156 14.583
C -4.234 -1.006 15.636
C -5.084 1.194 16.611
C -5.934 0.459 17.604
O -5.207 -0.160 18.576
H -2.416 1.809 16.843
H -1.975 0.050 16.511
H -2.832 0.602 17.920
H -2.736 0.580 14.354
H -3.360 2.182 14.830
H -4.470 1.079 13.890
H -5.173 -1.070 15.087
H -4.265 -1.637 16.525
H -3.387 -1.406 15.079
H -5.787 1.447 15.817
H -4.766 2.181 16.948
H -6.676 -0.210 17.168
H -6.439 1.256 18.150
H -5.853 -0.664 19.077
C -9.330 -7.522 8.911
N -9.958 -6.191 9.380
C -9.878 -6.162 10.948
C -9.182 -4.981 8.940
C -11.466 -6.235 8.924
C -11.790 -6.338 7.351
O -11.345 -5.252 6.526
H -8.271 -7.474 9.167
H -9.439 -7.641 7.833
H -9.910 -8.228 9.505
H -10.281 -7.130 11.246
H -10.498 -5.321 11.257
H -8.823 -6.065 11.205
H -8.188 -4.993 9.387
H -9.608 -4.032 9.265
H -9.138 -4.895 7.855
H -11.938 -5.339 9.327
H -11.761 -7.177 9.387
H -12.858 -6.287 7.137
H -11.647 -7.291 6.841
H -11.954 -4.510 6.523
C -9.123 0.484 8.587
N -8.747 0.591 10.146
C -9.030 -0.818 10.690
C -7.246 0.970 10.281
C -9.640 1.731 10.818
C -9.296 2.062 12.302
O -9.482 0.936 13.129
H -8.444 -0.247 8.148
H -9.069 1.484 8.158
H -10.179 0.228 8.493
H -8.476 -1.575 10.135
H -10.096 -1.036 10.622
H -8.670 -0.776 11.718
H -6.831 0.257 9.569
H -6.916 0.822 11.309
H -7.114 2.010 9.982
H -10.662 1.367 10.718
H -9.214 2.490 10.162
H -9.937 2.912 12.535
H -8.297 2.476 12.442
H -9.382 1.156 14.058
C -1.447 -7.559 14.471
N -2.220 -6.332 13.905
C -1.273 -5.110 13.840
C -2.771 -6.660 12.495
C -3.447 -6.027 14.780
C -3.206 -5.341 16.173
O -2.475 -6.052 17.096
H -2.118 -8.412 14.577
H -1.183 -7.200 15.466
H -0.637 -7.766 13.771
H -0.537 -5.292 13.056
H -0.837 -4.942 14.825
H -1.991 -4.357 13.513
H -1.872 -6.803 11.896
H -3.300 -5.760 12.182
H -3.363 -7.575 12.483
H -3.981 -6.972 14.876
H -4.015 -5.421 14.074
H -4.216 -5.374 16.580
H -2.979 -4.279 16.075
H -2.604 -5.642 17.955
C -1.848 -5.050 8.914
C -0.982 -4.066 9.644
C -1.428 -2.540 9.267
C -0.495 -1.447 9.900
N -1.005 -0.018 9.722
C -2.393 0.244 10.375
C -3.194 0.813 9.253
C -2.595 0.296 7.970
C -1.126 0.265 8.251
C 0.023 0.949 10.490
C 1.451 0.841 9.998
C 2.313 2.070 10.262
H -2.885 -4.763 9.086
H -1.724 -6.017 9.402
H -1.505 -5.074 7.880
H 0.022 -4.238 9.256
H -1.018 -4.140 10.730
H -2.486 -2.322 9.407
H -1.339 -2.569 8.181
H 0.501 -1.565 9.473
H -0.410 -1.537 10.983
H -2.195 0.993 11.142
H -2.651 -0.735 10.778
H -3.103 1.899 9.253
H -4.269 0.711 9.397
H -2.726 0.984 7.135
H -2.986 -0.680 7.685
H -0.603 1.187 7.995
H -0.741 -0.494 7.571
H -0.022 0.708 11.552
H -0.366 1.889 10.098
H 1.524 0.570 8.945
H 1.860 0.086 10.670
H 2.635 2.132 11.302
H 1.969 2.979 9.770
H 3.252 1.850 9.755
P -5.393 -2.836 11.857
F -6.169 -1.651 12.655
F -5.528 -3.863 13.179
F -6.912 -3.348 11.361
F -4.730 -3.972 11.005
F -5.287 -1.843 10.572
F -3.895 -2.382 12.417
*
```